1.
DFT (ωB97M-V/def2-TZVPD) results for a cluster of 8 separate species, C4H25NO8 in total.

Last columns: bonded neighbours and bond lengths (Å).
CARTESIAN COORDINATES (ANGSTROEM)
1 O 26.44 21.56 -26.78  C5 1.399, C13 1.406
2 H 29.96 26.56 -26.75  O3 0.978
3 O 30.00 25.99 -25.95  H2 0.978, H23 0.961
4 H 27.54 19.79 -26.68  C13 1.101
5 C 27.57 22.38 -26.71  O1 1.399, H9 1.093, H16 1.098, H29 1.089
6 H 27.06 27.59 -23.20  O31 0.962
7 O 28.87 25.84 -23.25  H34 0.962, H37 0.969
8 H 24.78 25.06 -25.03  O26 0.963
9 H 27.84 22.83 -27.67  C5 1.093
10 H 26.31 17.52 -27.13  N15 1.013
11 H 25.34 23.65 -25.26  O26 0.964
12 H 24.48 20.40 -25.32  C14 1.089
13 C 26.68 20.24 -27.20  O1 1.406, H4 1.101, C22 1.505, H33 1.102
14 C 24.80 19.44 -25.73  H12 1.089, H17 1.097, C22 1.527, H32 1.095
15 N 25.60 18.06 -27.61  H10 1.013, C22 1.455, H36 1.012
16 H 28.46 21.88 -26.30  C5 1.098
17 H 25.50 18.93 -25.06  C14 1.097
18 H 28.09 26.29 -26.30  O35 0.971
19 H 26.62 25.85 -26.32  O35 0.969
20 H 30.55 27.45 -28.97  O27 0.961
21 H 26.96 27.59 -24.70  O31 0.967
22 C 25.42 19.43 -27.13  C13 1.505, C14 1.527, N15 1.455, H38 1.095
23 H 30.79 25.45 -26.05  O3 0.961
24 H 27.24 28.81 -29.26  O28 0.964
25 H 29.10 27.77 -28.50  O27 0.974
26 O 25.55 24.58 -25.37  H8 0.963, H11 0.964
27 O 29.86 27.17 -28.36  H20 0.961, H25 0.974
28 O 27.49 28.78 -28.33  H24 0.964, H30 0.972
29 H 27.37 23.15 -25.97  C5 1.089
30 H 27.17 27.92 -28.00  O28 0.972
31 O 26.67 28.09 -23.92  H6 0.962, H21 0.967
32 H 23.90 18.82 -25.70  C14 1.095
33 H 27.06 20.25 -28.24  C13 1.102
34 H 29.61 26.25 -22.80  O7 0.962
35 O 27.20 26.60 -26.51  H18 0.971, H19 0.969
36 H 24.74 17.56 -27.48  N15 1.012
37 H 29.20 25.64 -24.14  O7 0.969
38 H 24.66 19.87 -27.77  C22 1.095

## Properties
Energy (hartree): -824.0651
Energy above the lowest of the compared OMol25 structures with the same formula, charge and spin (eV): 1.127
Structure (SMILES): COC[C@H](C)N.O.O.O.O.O.O.O
Multiplicity: 1
Gap between HOMO and LUMO (eV): 9.82

***

2.
DFT (ωB97M-V/def2-TZVPD) results for a cluster of 2 separate species, C6H10NO2S in total.

Last columns: bonded neighbours and bond lengths (Å).
CARTESIAN COORDINATES (ANGSTROEM)
1 C -0.10 1.23 0.48  S8 1.777, N15 1.346, C18 1.382
2 H 3.63 1.01 1.29  C11 1.075
3 C -2.52 -2.42 -1.95  H12 1.086, O14 1.432, H17 1.091, H19 1.092
4 H 2.32 3.12 1.70  C5 1.075
5 C 1.86 2.24 1.28  H4 1.075, C11 1.375, N15 1.339
6 H 0.03 3.14 1.14  N15 1.013
7 C 1.92 -0.02 0.54  C11 1.389, O16 1.350, C18 1.394
8 S -1.83 1.40 0.10  C1 1.777, H20 1.343
9 H 2.36 -1.83 0.91  O16 0.966
10 H 0.04 -0.80 -0.20  C18 1.079
11 C 2.58 1.09 1.07  H2 1.075, C5 1.375, C7 1.389
12 H -2.07 -3.41 -1.99  C3 1.086
13 H -1.92 -0.64 -1.36  O14 0.963
14 O -1.54 -1.52 -1.40  C3 1.432, H13 0.963
15 N 0.56 2.29 0.99  C1 1.346, C5 1.339, H6 1.013
16 O 2.61 -1.15 0.27  C7 1.350, H9 0.966
17 H -2.79 -2.11 -2.96  C3 1.091
18 C 0.57 0.04 0.23  C1 1.382, C7 1.394, H10 1.079
19 H -3.41 -2.46 -1.33  C3 1.092
20 H -2.30 0.80 1.21  S8 1.343

## Properties
Energy (hartree): -837.7910
Energy above the lowest of the compared OMol25 structures with the same formula, charge and spin (eV): 0.000
Multiplicity: 1
Net charge: +1
Gap between HOMO and LUMO (eV): 8.85

***

3.
DFT (ωB97M-V/def2-TZVPD) results for a cluster of 3 separate species, C6H16N2 in total.

Last columns: bonded neighbours and bond lengths (Å).
CARTESIAN COORDINATES (ANGSTROEM)
1 H -3.50 -1.30 -0.06  C14 1.100
2 C 0.09 0.40 0.12  N3 1.332, C17 1.501, H21 1.088
3 N 0.94 -0.63 0.09  C2 1.332, H12 1.023
4 H -1.03 -2.02 -0.14  C18 1.087
5 H -0.41 -1.59 2.24  C7 1.090
6 H -1.73 -0.42 2.39  C7 1.092
7 C -1.41 -1.33 1.88  H5 1.090, H6 1.092, C18 1.500, H23 1.098
8 H -1.26 1.62 -1.00  C17 1.091
9 H 2.89 0.19 1.01  N13 1.019
10 C 3.21 0.99 -0.83  H11 1.101, N13 1.445, H16 1.095, H22 1.103
11 H 4.15 1.50 -0.57  C10 1.101
12 H 1.11 -0.91 -0.88  N3 1.023
13 N 2.40 0.78 0.35  H9 1.019, C10 1.445
14 C -2.66 -0.60 -0.22  H1 1.100, C18 1.501, H20 1.092, H24 1.091
15 H 0.41 2.15 -1.04  C17 1.090
16 H 2.69 1.64 -1.53  C10 1.095
17 C -0.23 1.27 -1.06  C2 1.501, H8 1.091, H15 1.090, H19 1.091
18 C -1.41 -1.15 0.39  H4 1.087, C7 1.500, C14 1.501
19 H -0.10 0.74 -2.00  C17 1.091
20 H -2.95 0.35 0.24  C14 1.092
21 H -0.04 0.87 1.10  C2 1.088
22 H 3.50 0.07 -1.37  C10 1.103
23 H -2.09 -2.14 2.18  C7 1.098
24 H -2.57 -0.46 -1.29  C14 1.091

## Properties
Energy (hartree): -347.5260
Energy above the lowest of the compared OMol25 structures with the same formula, charge and spin (eV): 5.409
Multiplicity: 1
Gap between HOMO and LUMO (alpha / beta) (eV): 8.07 / 8.36

***

4.
DFT (ωB97M-V/def2-TZVPD) results for a cluster of 2 separate species, C6H17NO in total.

Last columns: bonded neighbours and bond lengths (Å).
CARTESIAN COORDINATES (ANGSTROEM)
1 H -2.92 -0.76 0.80  C20 1.083
2 H -0.27 -2.32 -2.20  O8 0.973
3 H -1.98 -0.68 -0.58  C20 1.089
4 H 1.81 -1.77 2.30  C14 1.088
5 H 0.44 1.82 -2.66  C21 1.091
6 H 0.17 -1.66 1.90  C14 1.087
7 H 0.88 -1.71 -1.66  O8 0.976
8 O 0.59 -2.02 -2.53  H2 0.973, H7 0.976
9 C 1.21 0.07 1.27  H11 1.106, C14 1.511, H19 1.093, N23 1.452
10 H -0.58 2.26 -0.35  C12 1.093
11 H 1.33 0.62 2.23  C9 1.106
12 C 0.33 1.67 -0.44  H10 1.093, H13 1.092, C21 1.512, N23 1.477
13 H 1.16 2.31 -0.13  C12 1.092
14 C 1.15 -1.42 1.51  H4 1.088, H6 1.087, C9 1.511, H15 1.091
15 H 1.31 -2.03 0.62  C14 1.091
16 H -1.57 1.51 1.44  C17 1.082
17 C -1.23 0.53 1.14  H16 1.082, C20 1.544, N23 1.459, H24 1.055
18 H 1.60 0.68 -1.88  C21 1.100
19 H 2.10 0.39 0.74  C9 1.093
20 C -2.33 -0.05 0.23  H1 1.083, H3 1.089, C17 1.544, H25 1.085
21 C 0.60 1.14 -1.83  H5 1.091, C12 1.512, H18 1.100, H22 1.093
22 H 0.07 0.23 -2.12  C21 1.093
23 N 0.08 0.54 0.49  C9 1.452, C12 1.477, C17 1.459
24 H -1.09 -0.12 1.95  C17 1.055
25 H -2.88 0.76 -0.23  C20 1.085

## Properties
Energy (hartree): -368.7531
Energy above the lowest of the compared OMol25 structures with the same formula, charge and spin (eV): 1.301
Structure (SMILES): CCN(CC)CC.O
Multiplicity: 1
Gap between HOMO and LUMO (eV): 9.10

***

5.
DFT (ωB97M-V/def2-TZVPD) results for a cluster of 5 separate species, C41H87N5O3 in total.

Last columns: bonded neighbours and bond lengths (Å).
CARTESIAN COORDINATES (ANGSTROEM)
1 C -4.51 -2.17 1.99  H10 1.094, H33 1.092, H100 1.091, C130 1.528
2 H -5.71 -8.76 2.32  C111 1.097
3 H -2.85 1.58 2.34  C62 1.096
4 N 3.65 -5.50 -1.08  H77 1.027, C83 1.500, H98 1.035
5 H 2.49 -0.44 -4.75  C46 1.147
6 H -6.22 -7.75 0.37  C79 1.092
7 C -2.51 6.06 5.85  H14 1.092, H19 1.091, C76 1.528, H97 1.094
8 C 4.97 -1.34 0.72  C23 1.612, C102 1.598, O113 1.257
9 C 2.24 5.69 -5.50  N16 1.461, H40 1.097, H58 1.096, C60 1.528
10 H -5.42 -2.76 2.18  C1 1.094
11 N -1.31 5.02 3.84  C15 1.458, C48 1.459, C76 1.461
12 H -0.42 3.16 3.56  C48 1.095
13 H 0.21 6.09 4.87  C15 1.097
14 H -1.59 6.58 6.14  C7 1.092
15 C -0.14 5.88 3.85  N11 1.458, H13 1.097, C35 1.525, H124 1.095
16 N 3.02 4.66 -6.18  C9 1.461, C28 1.460, C67 1.459
17 C 3.31 -3.26 0.20  C23 1.422, C83 1.600, C127 1.611
18 H 5.38 0.94 -2.45  C131 1.154
19 H -2.63 5.19 6.50  C7 1.091
20 H 5.87 -1.61 -2.79  C110 1.148
21 C 3.09 2.28 -6.95  H30 1.093, H37 1.093, C67 1.525, H107 1.094
22 H -3.96 -5.99 1.52  C24 1.091
23 C 4.50 -2.59 -0.19  C8 1.612, C17 1.422, O94 1.423
24 C -3.93 -6.48 2.49  H22 1.091, H55 1.092, H68 1.094, C128 1.528
25 H -5.75 0.67 2.48  C42 1.093
26 C 2.63 -1.26 1.89  H72 1.133, C102 1.412, C127 1.584
27 H 4.49 6.01 -6.83  C28 1.096
28 C 3.93 5.15 -7.21  N16 1.460, H27 1.096, H43 1.095, C115 1.528
29 H -5.14 2.24 2.00  C42 1.093
30 H 3.60 2.48 -7.90  C21 1.093
31 H 2.51 3.90 0.49  C39 1.156
32 H -1.70 -2.31 1.49  C106 1.091
33 H -4.74 -1.49 1.17  C1 1.092
34 H 2.03 2.22 2.07  C45 1.153
35 C 1.03 5.33 3.05  C15 1.525, H99 1.093, H116 1.093, H129 1.094
36 H 2.30 0.88 -2.33  C105 1.145
37 H 2.46 1.41 -7.10  C21 1.093
38 H 0.46 6.91 -5.59  C60 1.094
39 C 3.16 2.97 0.25  H31 1.156, C45 1.614, H108 1.153, C119 1.603
40 H 1.81 5.24 -4.59  C9 1.097
41 H 1.49 -1.81 -5.59  C46 1.139
42 C -4.94 1.37 2.63  H25 1.093, H29 1.093, H51 1.093, C62 1.526
43 H 4.70 4.39 -7.38  C28 1.095
44 H 1.47 7.06 -7.02  C60 1.091
45 C 2.59 1.77 1.17  H34 1.153, C39 1.614, C75 1.636, H117 1.148
46 C 2.49 -1.52 -5.12  H5 1.147, H41 1.139, C49 1.621, H64 1.140
47 H 4.84 1.43 1.37  C75 1.149
48 C -1.10 3.64 4.27  N11 1.459, H12 1.095, C89 1.528, H123 1.096
49 C 2.66 -2.47 -3.82  C46 1.621, C70 1.610, H85 1.154, H112 1.145
50 H -5.66 -6.08 0.25  C79 1.091
51 H -4.95 1.71 3.67  C42 1.093
52 H 0.47 5.61 -6.79  C60 1.092
53 H -8.13 -6.82 1.87  C120 1.097
54 H 4.27 -4.07 -3.48  C70 1.137
55 H -3.80 -7.55 2.34  C24 1.092
56 H -5.92 -9.92 4.49  C90 1.093
57 H -5.35 -5.07 3.27  C128 1.096
58 H 2.91 6.47 -5.13  C9 1.096
59 H -4.93 -6.32 4.38  C128 1.095
60 C 1.10 6.34 -6.28  C9 1.528, H38 1.094, H44 1.091, H52 1.092
61 H -2.69 6.57 3.78  C76 1.097
62 C -3.58 0.77 2.26  H3 1.096, C42 1.526, N78 1.458, H114 1.097
63 H -7.35 -8.73 2.96  C111 1.095
64 H 3.35 -1.64 -5.86  C46 1.140
65 H -6.47 -8.44 5.28  C90 1.093
66 H 2.60 4.79 -8.92  C115 1.092
67 C 2.24 3.47 -6.51  N16 1.459, C21 1.525, H71 1.096, H92 1.097
68 H -3.03 -6.11 3.01  C24 1.094
69 H -7.26 -6.51 -0.31  C79 1.094
70 C 4.18 -2.95 -3.62  C49 1.610, H54 1.137, C110 1.602, H134 1.153
71 H 1.69 3.15 -5.62  C67 1.096
72 H 1.82 -0.68 2.43  C26 1.133
73 H -1.15 0.20 3.13  C103 1.098
74 H 4.19 0.32 -3.70  C131 1.152
75 C 3.88 1.01 1.83  C45 1.636, H47 1.149, C102 1.620, H132 1.140
76 C -2.51 5.66 4.37  C7 1.528, N11 1.461, H61 1.097, H133 1.096
77 H 3.41 -6.38 -0.61  N4 1.027
78 N -3.17 -0.32 3.13  C62 1.458, C103 1.460, C130 1.460
79 C -6.52 -6.71 0.47  H6 1.092, H50 1.091, H69 1.094, C120 1.528
80 H 3.88 3.36 -1.82  C119 1.155
81 O 1.84 -3.59 2.20  C127 1.248
82 H 4.14 -1.32 -2.04  C110 1.146
83 C 2.66 -4.49 -0.59  N4 1.500, C17 1.600, H93 1.153, H125 1.153
84 H -1.31 3.52 6.44  C89 1.091
85 H 2.26 -1.88 -2.90  C49 1.154
86 H -5.01 -1.06 3.75  C130 1.095
87 H 4.48 2.20 -3.54  C131 1.136
88 H -0.27 -1.29 1.51  C106 1.094
89 C -0.54 3.42 5.68  C48 1.528, H84 1.091, H101 1.092, H126 1.094
90 C -5.85 -8.83 4.46  H56 1.093, H65 1.093, H104 1.093, C111 1.526
91 N -6.40 -6.87 3.02  C111 1.459, C120 1.460, C128 1.460
92 H 1.50 3.68 -7.29  C67 1.097
93 H 1.82 -4.97 0.04  C83 1.153
94 O 5.24 -2.99 -1.34  C23 1.423, C110 1.472
95 H 3.64 0.52 -1.02  C105 1.137
96 H 4.12 5.58 -9.32  C115 1.094
97 H -3.35 6.73 6.05  C7 1.094
98 H 3.47 -5.63 -2.10  N4 1.035
99 H 1.44 4.42 3.49  C35 1.093
100 H -3.74 -2.87 1.66  C1 1.091
101 H 0.29 4.09 5.92  C89 1.092
102 C 3.80 -0.58 1.49  C8 1.598, C26 1.412, C75 1.620
103 C -1.77 -0.70 2.95  H73 1.098, N78 1.460, C106 1.528, H135 1.096
104 H -4.81 -8.57 4.65  C90 1.093
105 C 3.26 1.23 -1.82  H36 1.145, H95 1.137, C119 1.605, C131 1.635
106 C -1.36 -1.28 1.59  H32 1.091, H88 1.094, C103 1.528, H118 1.092
107 H 3.85 2.03 -6.20  C21 1.094
108 H 4.23 3.30 0.53  C39 1.153
109 H 2.06 3.16 -1.78  C119 1.150
110 C 4.88 -2.09 -2.46  H20 1.148, C70 1.602, H82 1.146, O94 1.472
111 C -6.34 -8.32 3.11  H2 1.097, H63 1.095, C90 1.526, N91 1.459
112 H 1.97 -3.38 -3.93  C49 1.145
113 O 6.18 -1.00 0.77  C8 1.257
114 H -3.61 0.47 1.21  C62 1.097
115 C 3.33 5.52 -8.57  C28 1.528, H66 1.092, H96 1.094, H122 1.091
116 H 1.84 6.07 3.02  C35 1.093
117 H 1.91 1.04 0.60  C45 1.148
118 H -1.75 -0.70 0.75  C106 1.092
119 C 3.03 2.74 -1.33  C39 1.603, H80 1.155, C105 1.605, H109 1.150
120 C -7.12 -6.40 1.84  H53 1.097, C79 1.528, N91 1.460, H121 1.096
121 H -7.27 -5.31 1.92  C120 1.096
122 H 2.85 6.50 -8.54  C115 1.091
123 H -2.03 3.08 4.17  C48 1.096
124 H -0.40 6.85 3.41  C15 1.095
125 H 2.13 -4.08 -1.53  C83 1.153
126 H -0.15 2.40 5.76  C89 1.094
127 C 2.52 -2.80 1.52  C17 1.611, C26 1.584, O81 1.248
128 C -5.17 -6.15 3.32  C24 1.528, H57 1.096, H59 1.095, N91 1.460
129 H 0.74 5.12 2.02  C35 1.094
130 C -4.10 -1.43 3.26  C1 1.528, N78 1.460, H86 1.095, H136 1.096
131 C 4.40 1.21 -3.00  H18 1.154, H74 1.152, H87 1.136, C105 1.635
132 H 3.93 1.16 2.96  C75 1.140
133 H -3.38 5.02 4.18  C76 1.096
134 H 4.74 -2.69 -4.59  C70 1.153
135 H -1.47 -1.40 3.74  C103 1.096
136 H -3.69 -2.16 3.98  C130 1.096

## Properties
Energy (hartree): -2113.6033
Structure (SMILES): CCCCCCC1=CC(=O)C(CN)=C(OCCCC)C1=O.CCN(CC)CC.CCN(CC)CC.CCN(CC)CC.CCN(CC)CC
Multiplicity: 1
Gap between HOMO and LUMO (eV): 7.07

***

6.
DFT (ωB97M-V/def2-TZVPD) results for an isolated molecule of C17H16N4O5S.

Last columns: bonded neighbours and bond lengths (Å).
CARTESIAN COORDINATES (ANGSTROEM)
1 C -4.99 -1.19 -0.61  H32 1.072, O34 1.331, C36 1.366
2 H -1.23 -1.50 1.06  C41 1.094
3 H -1.72 4.30 1.14  C21 1.093
4 N -0.09 2.14 -0.51  N19 1.350, C20 1.288
5 S 3.51 3.06 0.37  C28 1.830, C42 1.718
6 C 3.71 -2.35 0.14  H8 1.076, C26 1.386, C39 1.387
7 C -2.79 1.19 0.83  O30 1.213, C31 1.471, N43 1.372
8 H 4.76 -2.12 0.04  C6 1.076
9 H 1.63 -4.86 1.06  C16 1.078
10 H -2.94 2.86 -0.34  N43 1.007
11 H 0.68 -0.90 -0.23  C33 1.080
12 C -4.52 0.92 -1.10  H15 1.071, C31 1.376, C36 1.409
13 O 0.94 3.35 1.00  C20 1.358, C42 1.350
14 H 2.27 0.46 -0.87  N37 1.019
15 H -4.51 1.88 -1.58  C12 1.071
16 C 1.96 -3.89 0.72  H9 1.078, C25 1.398, C26 1.378
17 O 5.33 0.06 -0.21  C22 1.209
18 H 3.53 2.14 -1.84  C28 1.088
19 N 1.24 2.06 -0.75  N4 1.350, C42 1.303
20 C -0.25 2.89 0.52  N4 1.288, O13 1.358, C21 1.489
21 C -1.54 3.23 1.18  H3 1.093, C20 1.489, H40 1.096, N43 1.441
22 C 4.27 0.53 -0.54  O17 1.209, C28 1.535, N37 1.350
23 H -2.25 -2.88 0.61  C41 1.088
24 H -1.33 -2.02 -0.65  C41 1.095
25 C 1.00 -2.93 0.44  C16 1.398, O29 1.357, C33 1.387
26 C 3.30 -3.60 0.57  C6 1.386, C16 1.378, H38 1.079
27 H -5.99 -0.24 -2.31  C36 1.070
28 C 4.17 2.00 -0.97  S5 1.830, H18 1.088, C22 1.535, H35 1.089
29 O -0.30 -3.31 0.61  C25 1.357, C41 1.410
30 O -2.19 0.64 1.73  C7 1.213
31 C -3.79 0.51 -0.01  C7 1.471, C12 1.376, O34 1.349
32 H -5.34 -2.19 -0.53  C1 1.072
33 C 1.40 -1.67 0.00  H11 1.080, C25 1.387, C39 1.395
34 O -4.09 -0.77 0.27  C1 1.331, C31 1.349
35 H 5.17 2.39 -1.16  C28 1.089
36 C -5.30 -0.19 -1.49  C1 1.366, C12 1.409, H27 1.070
37 N 3.08 -0.10 -0.59  H14 1.019, C22 1.350, C39 1.403
38 H 4.04 -4.35 0.80  C26 1.079
39 C 2.76 -1.39 -0.15  C6 1.387, C33 1.395, N37 1.403
40 H -1.49 2.91 2.23  C21 1.096
41 C -1.32 -2.36 0.39  H2 1.094, H23 1.088, H24 1.095, O29 1.410
42 C 1.83 2.78 0.16  S5 1.718, O13 1.350, N19 1.303
43 N -2.63 2.52 0.56  C7 1.372, H10 1.007, C21 1.441

## Properties
Energy (hartree): -1650.8224
Energy above the lowest of the compared OMol25 structures with the same formula, charge and spin (eV): 0.000
Structure (SMILES): COc1cccc(NC(=O)CSc2nnc(CNC(=O)c3ccco3)o2)c1
Multiplicity: 1
Gap between HOMO and LUMO (eV): 8.37

***

7.
DFT (ωB97M-V/def2-TZVPD) results for an isolated molecule of C2H5N3O.

Last columns: bonded neighbours and bond lengths (Å).
CARTESIAN COORDINATES (ANGSTROEM)
1 O -0.32 0.56 -0.51  C6 1.375, N8 1.366
2 H -1.00 -1.46 1.45  C11 1.046
3 N 1.66 -0.40 -1.43  N5 1.143, C6 1.590
4 H -2.04 -0.46 0.84  C11 1.038
5 N 1.51 -1.52 -1.24  N3 1.143
6 C 0.84 0.94 -1.15  O1 1.375, N3 1.590, H7 1.050, H10 1.128
7 H 0.43 1.19 -2.08  C6 1.050
8 N -0.14 0.40 0.83  O1 1.366, C11 1.478
9 H -1.47 -0.22 2.47  C11 1.086
10 H 1.72 1.39 -0.61  C6 1.128
11 C -1.20 -0.43 1.44  H2 1.046, H4 1.038, N8 1.478, H9 1.086

## Properties
Energy (hartree): -318.5066
Energy above the lowest of the compared OMol25 structures with the same formula, charge and spin (eV): 0.000
Multiplicity: 3
Gap between HOMO and LUMO (alpha / beta) (eV): 8.11 / 10.30